[1]
Formula: C4H6O2
Source: the OMol25 dataset
Level of theory: the ωB97M-V functional and the def2-TZVPD basis

Relative energy (zero: lowest compared OMol25 entry of this formula, charge and spin): 536.4 kJ/mol
Kohn-Sham gap: 10.11 eV
DFT total energy: -8334.90199 eV
2S+1: 1
E_HOMO: -9.364 eV
SMILES string: C[C@H]1[C@H]2OO[C@@H]12

Each line ends with the Mulliken charge.
Atoms and positions in Å:
C1 -1.39596 -0.47769 -0.38349  -1.2733
C2 0.05240 -0.16511 -0.61236  0.1568
C3 0.77680 0.97197 0.03969  -0.2801
O1 0.50719 1.23001 1.39917  -0.2318
O2 0.62344 -0.28684 1.65842  -0.2366
C4 1.12570 -0.48908 0.35335  -0.2208
H1 -1.62490 -1.49048 -0.72322  0.3422
H2 -1.62929 -0.40092 0.68064  0.2949
H3 -2.02564 0.22949 -0.93270  0.3359
H4 0.41282 -0.22690 -1.63975  0.3645
H5 1.09953 1.82863 -0.55062  0.3891
H6 2.06565 -1.02576 0.25810  0.3593

Atomic forces in eV per Å
-0.140 -0.124 0.010
-0.503 0.121 -0.204
0.643 -0.331 -0.685
-0.837 -1.908 0.640
0.200 1.850 0.547
0.753 1.036 -0.641
-0.083 0.060 0.047
-0.029 -0.018 -0.151
0.043 -0.130 0.085
-0.114 -0.018 0.083
0.431 -0.315 0.320
-0.363 -0.224 -0.051

---

[2]
Formula: C4H6O2
Source: the OMol25 dataset
Level of theory: the ωB97M-V functional and the def2-TZVPD basis

Relative energy (zero: lowest compared OMol25 entry of this formula, charge and spin): 458.6 kJ/mol
Kohn-Sham gap: 9.78 eV
DFT total energy: -8335.70844 eV
2S+1: 1
E_HOMO: -8.970 eV

Each line ends with the Mulliken charge.
Atoms and positions in Å:
O1 -1.74438 0.77782 -0.15041  -0.4803
C1 -0.53382 0.37374 -0.55389  0.2583
C2 0.53316 0.81338 -1.12952  -0.5092
C3 0.34542 -0.69018 -1.15204  -0.3812
C4 -0.31219 -1.00622 1.82890  0.1669
O2 -1.28945 -0.62718 2.27232  -0.2654
H1 -2.11359 0.19879 0.52779  0.3427
H2 1.59343 0.73916 1.01354  -0.0397
H3 0.99704 1.63990 -1.63521  0.3633
H4 0.97346 -1.34384 -0.53371  0.2514
H5 0.05405 -1.15467 -2.09969  0.2212
H6 1.52540 0.32137 1.62430  0.0719

Atomic forces in eV per Å
-0.107 -0.055 0.070
0.287 0.353 -0.521
-0.439 0.160 -0.159
-0.076 -0.280 -0.077
-1.190 -0.041 0.877
1.035 -0.438 -0.367
0.049 -0.069 -0.224
0.130 0.034 0.191
0.189 -0.071 0.046
-0.241 0.269 0.010
0.008 -0.027 0.107
0.357 0.164 0.047

---

[3]
Formula: C4H6O2
Source: the OMol25 dataset
Level of theory: the ωB97M-V functional and the def2-TZVPD basis

Relative energy (zero: lowest compared OMol25 entry of this formula, charge and spin): 219.1 kJ/mol
Kohn-Sham gap: 10.78 eV
DFT total energy: -8338.19011 eV
2S+1: 1
E_HOMO: -9.897 eV
SMILES string: C[C@@]1(C=O)CO1

Each line ends with the Mulliken charge.
Atoms and positions in Å:
C1 -0.93561 -1.16089 -0.14233  -1.0777
C2 0.01463 -0.00002 0.15708  1.0742
C3 1.45233 -0.23592 -0.18359  -0.2718
O1 1.80498 -1.01763 -1.03995  -0.4878
C4 -0.19851 1.49896 0.17960  -0.5453
O2 -0.34156 0.70644 1.33373  -0.4297
H1 -1.20768 -1.60923 0.82929  0.2811
H2 -1.86691 -0.87608 -0.63951  0.3003
H3 -0.43196 -1.93718 -0.73512  0.3293
H4 2.14813 0.48901 0.27623  0.3381
H5 0.60231 2.24054 0.34554  0.2585
H6 -1.04016 1.90199 -0.38098  0.2309

Atomic forces in eV per Å
-0.022 0.169 -0.097
0.074 -0.298 -0.099
0.230 -0.295 -0.350
-0.165 0.463 0.741
-0.231 0.160 -0.174
0.154 0.017 0.237
0.149 0.268 -0.349
0.190 0.103 0.035
-0.120 0.427 0.072
0.179 -0.183 0.175
-0.064 -0.620 -0.734
-0.374 -0.211 0.542

---

[4]
Formula: C4H6O2
Source: the OMol25 dataset
Level of theory: the ωB97M-V functional and the def2-TZVPD basis

Relative energy (zero: lowest compared OMol25 entry of this formula, charge and spin): 250.4 kJ/mol
Kohn-Sham gap: 9.83 eV
DFT total energy: -8337.86586 eV
2S+1: 1
E_HOMO: -8.946 eV
SMILES string: O/C=C\[C@H]1CO1

Each line ends with the Mulliken charge.
Atoms and positions in Å:
O1 -1.17155 2.09399 -0.42744  -0.5129
C1 -0.21718 1.40579 -1.11038  -0.0330
C2 0.47788 0.40241 -0.56820  -0.6029
C3 -0.09448 -0.39138 0.54569  0.2473
C4 0.30506 -1.79395 0.66738  -0.4373
O2 0.69068 -0.84132 1.64624  -0.4322
H1 -0.89082 2.04107 0.49574  0.3552
H2 -0.12349 1.73970 -2.13960  0.3713
H3 1.37480 0.03620 -1.05552  0.2730
H4 -1.12723 -0.14800 0.80787  0.3322
H5 -0.41954 -2.55139 0.96609  0.2243
H6 1.11833 -2.14104 0.02920  0.2152

Atomic forces in eV per Å
-0.052 -0.046 0.091
0.302 -0.051 -0.045
-0.113 -0.031 -0.169
-0.164 0.065 -0.203
-0.002 -0.273 -0.122
0.214 0.106 0.190
-0.448 0.110 0.007
0.304 0.164 0.212
-0.269 -0.144 -0.174
0.231 -0.038 0.006
0.145 0.157 0.090
-0.148 -0.019 0.115

---

[5]
Formula: C4H6O2
Source: the OMol25 dataset
Level of theory: the ωB97M-V functional and the def2-TZVPD basis

Relative energy (zero: lowest compared OMol25 entry of this formula, charge and spin): 387.8 kJ/mol
Kohn-Sham gap: 10.36 eV
DFT total energy: -8336.44202 eV
2S+1: 1
E_HOMO: -9.517 eV

Each line ends with the Mulliken charge.
Atoms and positions in Å:
O1 -1.96773 -0.04293 0.49326  -0.5046
C1 -1.44834 0.81800 -0.21286  0.1123
O2 -0.34598 1.39269 0.21624  -0.3504
C2 0.78291 0.51429 0.44788  -0.2154
C3 0.92228 -0.42679 -0.69172  -0.4858
C4 0.55595 -0.95021 0.63063  -0.4355
H1 -2.03073 1.33126 -0.98502  0.3876
H2 1.53043 1.16838 0.87144  0.3922
H3 -0.04505 -0.16661 -1.27997  0.1732
H4 1.77873 -0.62825 -1.32820  0.3054
H5 -0.85987 -1.04949 0.62380  0.2963
H6 1.07613 -1.64681 1.30162  0.3248

Atomic forces in eV per Å
-0.769 -0.030 -1.411
-1.590 0.359 2.579
0.552 0.809 -0.568
0.074 0.158 0.194
-1.279 0.493 -1.624
-4.113 -0.559 0.660
0.475 -0.113 -0.341
0.321 -0.515 0.058
1.817 -1.052 -0.009
0.061 0.012 0.405
4.355 -0.218 0.605
0.096 0.656 -0.548

---

[6]
Formula: C4H6O2
Source: the OMol25 dataset
Level of theory: the ωB97M-V functional and the def2-TZVPD basis

Relative energy (zero: lowest compared OMol25 entry of this formula, charge and spin): 416.7 kJ/mol
Kohn-Sham gap: 9.68 eV
DFT total energy: -8336.14211 eV
2S+1: 1
E_HOMO: -8.795 eV

Each line ends with the Mulliken charge.
Atoms and positions in Å:
O1 -1.21124 -0.21843 -1.27292  -0.4497
C1 -0.40202 -0.84622 -0.41877  0.1936
C2 0.41965 -1.81770 -0.20777  -0.2977
C3 0.09894 -0.91986 0.98150  -0.6415
C4 -0.48494 2.38807 0.96877  0.1506
O2 -1.22237 2.36398 0.10159  -0.2020
H1 -1.55927 0.57885 -0.85123  0.3880
H2 1.54764 0.97854 -1.05399  -0.0684
H3 0.94727 -2.70377 -0.51546  0.3653
H4 0.84944 -0.20796 1.34777  0.2702
H5 -0.55403 -1.29217 1.78051  0.2184
H6 1.57092 1.69667 -0.85999  0.0731

Atomic forces in eV per Å
-0.005 0.033 0.104
0.272 -0.357 0.079
-0.163 0.062 -0.219
-0.036 0.186 0.268
-0.913 0.070 -0.999
0.875 0.099 1.147
0.037 -0.162 -0.101
0.010 0.059 0.015
-0.065 0.131 0.044
-0.132 -0.110 -0.140
0.067 0.058 -0.155
0.053 -0.070 -0.043

---

[7]
Formula: C4H6O2
Source: the OMol25 dataset
Level of theory: the ωB97M-V functional and the def2-TZVPD basis

Relative energy (zero: lowest compared OMol25 entry of this formula, charge and spin): 501.5 kJ/mol
Kohn-Sham gap (alpha / beta): 8.20 / 8.20 eV
DFT total energy: -8335.26355 eV
2S+1: 1
E_HOMO (alpha / beta): -9.548 / -9.552 eV

Each line ends with the Mulliken charge.
Atoms and positions in Å:
C1 -1.39377 -0.71832 -0.70415  -1.1066
C2 -0.64831 -0.34430 0.50858  0.5184
O1 -1.15543 -0.29514 1.60123  -0.4861
C3 0.78792 0.09037 0.62704  0.5344
C4 1.51839 0.89602 -0.29883  -0.6968
O2 0.51975 1.07395 1.62132  -0.4698
H1 -1.04058 -1.69993 -1.00690  0.3151
H2 -2.47746 -0.75658 -0.58621  0.3022
H3 -1.13948 -0.03179 -1.50639  0.3039
H4 1.40850 -0.66721 1.08555  0.2390
H5 1.01189 1.57342 -0.96788  0.2842
H6 2.60858 0.87952 -0.37337  0.2622

Atomic forces in eV per Å
0.044 -0.186 -0.722
-1.150 -0.596 0.846
-1.217 -0.946 -0.279
-0.381 -0.294 1.316
-0.441 0.935 1.199
3.322 1.634 -2.580
0.049 -0.245 -0.212
0.225 0.078 0.306
0.045 0.106 -0.256
0.098 -0.705 -0.132
-0.195 0.259 0.185
-0.400 -0.040 0.329

---

[8]
Formula: C4H6O2
Source: the OMol25 dataset
Level of theory: the ωB97M-V functional and the def2-TZVPD basis

Relative energy (zero: lowest compared OMol25 entry of this formula, charge and spin): 15.7 kJ/mol
Kohn-Sham gap: 11.20 eV
DFT total energy: -8340.29838 eV
2S+1: 1
E_HOMO: -10.325 eV
SMILES string: O=C1CCCO1

Each line ends with the Mulliken charge.
Atoms and positions in Å:
O1 2.36189 1.01007 0.19335  -0.5449
C1 1.24382 0.66210 -0.06068  0.5545
C2 0.72937 -0.70520 -0.48870  -0.4632
C3 -0.56025 -0.71063 0.34385  -0.5025
C4 -1.03856 0.71960 0.12265  -0.4067
O2 0.17010 1.49128 0.08935  -0.3347
H1 0.50308 -0.67897 -1.56404  0.2515
H2 1.48689 -1.47631 -0.32357  0.2843
H3 -1.34735 -1.43773 0.13187  0.3352
H4 -0.29546 -0.79145 1.40522  0.2570
H5 -1.65196 1.05464 0.96050  0.2789
H6 -1.60157 0.86259 -0.80980  0.2906

Atomic forces in eV per Å
-0.463 -0.087 -0.381
0.355 0.086 0.017
-0.026 0.016 0.045
-0.068 -0.059 0.064
-0.213 -0.103 0.089
0.136 0.084 0.159
0.014 0.046 0.185
-0.332 0.132 0.210
0.334 -0.054 -0.229
-0.040 -0.192 -0.142
0.086 0.209 -0.132
0.216 -0.077 0.115

---

[9]
Formula: C4H6O2
Source: the OMol25 dataset
Level of theory: the ωB97M-V functional and the def2-TZVPD basis

Relative energy (zero: lowest compared OMol25 entry of this formula, charge and spin): 213.7 kJ/mol
Kohn-Sham gap: 10.17 eV
DFT total energy: -8338.24619 eV
2S+1: 1
E_HOMO: -9.677 eV
SMILES string: O=C1CC(O)C1

Each line ends with the Mulliken charge.
Atoms and positions in Å:
O1 -2.66718 -0.14095 0.12414  -0.5727
C1 -1.44223 -0.03148 -0.06743  0.5591
C2 -0.27919 -1.12199 -0.19343  -0.7207
C3 0.63262 0.02662 0.33587  0.1563
O2 1.98567 -0.13437 -0.13858  -0.5795
C4 -0.43642 1.05062 -0.22830  -0.5648
H1 -0.42345 -2.02376 0.35302  0.3269
H2 0.06359 -1.34694 -1.21701  0.2473
H3 0.58073 0.07452 1.48204  0.2607
H4 2.72300 0.27996 0.54522  0.3572
H5 -0.25234 1.30388 -1.27887  0.2344
H6 -0.48481 2.06390 0.28334  0.2957

Atomic forces in eV per Å
3.900 0.709 -0.365
-2.808 -2.281 -0.883
-0.618 1.646 0.275
0.095 -0.845 1.086
1.721 2.053 2.594
1.640 2.466 1.080
0.080 -0.670 0.546
-0.544 0.231 0.192
0.250 -0.057 -1.576
-3.237 -1.443 -2.580
-0.112 -0.489 -0.039
-0.368 -1.319 -0.329

---

[10]
Formula: C4H6O2
Source: the OMol25 dataset
Level of theory: the ωB97M-V functional and the def2-TZVPD basis

Relative energy (zero: lowest compared OMol25 entry of this formula, charge and spin): 311.1 kJ/mol
Kohn-Sham gap: 10.95 eV
DFT total energy: -8337.23726 eV
2S+1: 1
E_HOMO: -9.900 eV
SMILES string: C1OC[C@H]2O[C@@H]12

Each line ends with the Mulliken charge.
Atoms and positions in Å:
C1 1.14548 -0.43456 -0.37234  -0.5527
O1 0.03051 -1.31651 -0.42236  -0.3630
C2 -1.16762 -0.56278 -0.39628  -0.3796
C3 -0.79244 0.70257 0.37479  -0.2972
O2 0.15716 0.38874 1.54424  -0.4241
C4 0.65303 0.81734 0.31151  -0.0215
H1 1.91266 -0.90926 0.25006  0.2767
H2 1.54772 -0.22043 -1.36657  0.3053
H3 -1.50718 -0.35939 -1.43077  0.2509
H4 -1.93886 -1.14592 0.10791  0.2681
H5 -1.23633 1.28747 1.16322  0.5189
H6 1.19589 1.75273 0.23659  0.4182

Atomic forces in eV per Å
0.321 0.193 -0.263
-0.022 0.009 -0.108
-0.232 0.168 0.339
0.560 -0.908 1.499
0.625 -0.914 0.082
0.606 0.009 -0.021
-0.068 0.069 -0.240
-0.041 -0.085 -0.140
0.061 0.307 0.438
0.084 -0.079 -0.008
-1.983 1.258 -1.694
0.088 -0.029 0.113

---

[11]
Formula: C4H6O2
Source: the OMol25 dataset
Level of theory: the ωB97M-V functional and the def2-TZVPD basis

Relative energy (zero: lowest compared OMol25 entry of this formula, charge and spin): 488.6 kJ/mol
Kohn-Sham gap: 11.16 eV
DFT total energy: -8335.39749 eV
2S+1: 1
E_HOMO: -10.059 eV
SMILES string: C1O[C@@H]1[C@H]1CO1

Each line ends with the Mulliken charge.
Atoms and positions in Å:
C1 1.91854 -0.52223 0.10013  -0.3096
O1 1.59981 0.89377 -0.11471  -0.4001
C2 0.62678 -0.21866 -0.43719  -0.0287
C3 -0.66238 -0.18343 0.29103  0.2717
C4 -1.82752 0.68054 -0.04506  -0.4239
O2 -1.68766 -0.76180 -0.26231  -0.4283
H1 1.91384 -0.55730 1.39931  0.2008
H2 2.75099 -0.87637 -0.64926  0.2373
H3 0.46961 -0.26998 -1.55402  0.2595
H4 -0.61161 -0.28747 1.54729  0.1537
H5 -2.64439 1.05771 0.77704  0.2007
H6 -1.84599 1.04523 -1.05226  0.2669

Atomic forces in eV per Å
1.769 1.161 2.894
-1.096 -2.050 -0.639
0.057 2.262 -1.765
2.113 1.955 5.611
-1.210 -0.438 0.857
-3.481 -1.876 -0.806
0.573 -0.993 -4.136
-1.518 0.256 2.154
0.221 -0.247 1.249
0.379 -0.010 -3.238
2.334 -1.149 -2.186
-0.142 1.129 0.004

---

[12]
Formula: C4H6O2
Source: the OMol25 dataset
Level of theory: the ωB97M-V functional and the def2-TZVPD basis

Relative energy (zero: lowest compared OMol25 entry of this formula, charge and spin): 74.9 kJ/mol
Kohn-Sham gap: 10.45 eV
DFT total energy: -8339.68519 eV
2S+1: 1
E_HOMO: -9.968 eV
SMILES string: CC(=O)CC=O

Each line ends with the Mulliken charge.
Atoms and positions in Å:
C1 1.40870 0.24885 -0.70154  -1.0975
C2 0.39450 0.70674 0.31351  0.6596
O1 0.18870 1.86568 0.59304  -0.5409
C3 -0.48336 -0.40120 0.89514  -0.4822
C4 -1.63394 -0.44576 -0.09052  0.0367
O2 -1.67814 -1.21826 -1.01641  -0.4627
H1 0.97384 -0.53269 -1.33490  0.3274
H2 2.26819 -0.19021 -0.18181  0.3002
H3 1.74097 1.09324 -1.30679  0.3241
H4 0.02324 -1.37010 0.90030  0.2958
H5 -0.81443 -0.11271 1.89612  0.2977
H6 -2.38826 0.35642 0.03386  0.3418

Atomic forces in eV per Å
0.059 0.088 -0.057
-0.009 0.234 -0.006
0.160 -0.405 -0.059
0.010 -0.067 0.073
-0.037 -0.206 -0.290
-0.064 0.272 0.421
0.070 0.120 0.090
-0.110 0.047 -0.043
0.000 -0.102 0.092
-0.054 0.166 -0.021
-0.025 0.003 -0.191
0.001 -0.150 -0.007